1.
17
Properties=species:S:1:pos:R:3 method="wB97M-V/def2-TZVPD" multiplicity=1 homo_lumo_gap_ha=0.143 charge=-1 de_lowest_kj_mol=0.0
C 1.344 -1.936 1.985
Mg 0.468 -1.182 0.345
N -1.205 0.911 -1.148
N 1.941 -0.141 -0.863
H -0.750 1.309 -0.291
H -0.739 -0.040 -1.319
H 0.471 -2.214 2.606
H 1.830 -1.062 2.390
H 2.065 -2.662 1.595
H 1.956 0.848 -0.600
H 1.869 -0.185 -1.876
H 2.866 -0.541 -0.636
H -0.967 1.388 -2.028
H -2.241 0.775 -1.023
O -0.657 1.756 2.673
N -0.378 0.632 2.349
O 0.247 0.582 1.147

2.
15
Properties=species:S:1:pos:R:3 method="wB97M-V/def2-TZVPD" multiplicity=1 homo_lumo_gap_ha=0.361 smiles=NCN.O.O de_lowest_kj_mol=43.8
N 0.562 -2.250 0.713
C -0.233 -1.068 0.355
N 0.589 0.127 0.517
H 0.295 -2.672 1.578
H 1.554 -2.156 0.598
H -0.652 -1.248 -0.627
H -1.014 -1.101 1.117
H 0.801 0.156 1.507
H 0.115 0.982 0.316
H -4.178 1.424 -1.522
H -3.154 2.443 -1.044
O -3.224 1.553 -1.407
H 3.391 1.732 -0.417
H 2.222 0.818 -0.575
O 2.926 1.259 -1.108

3.
16
Properties=species:S:1:pos:R:3 method="wB97M-V/def2-TZVPD" multiplicity=1 homo_lumo_gap_ha=0.449 charge=+1 de_lowest_kj_mol=70.4
N -0.727 0.158 -0.590
C -0.390 -0.556 -1.661
N 0.742 -1.261 -1.671
N -1.198 -0.543 -2.726
H -0.239 -0.016 0.337
H -1.077 1.106 -0.644
H 0.733 -2.128 -2.178
H 1.388 -1.209 -0.902
H -1.833 0.241 -2.738
H -0.858 -0.777 -3.649
H 1.167 0.376 1.842
H 0.108 -0.559 2.284
O 0.733 -0.434 1.568
H 1.239 1.880 3.375
H -0.122 2.198 3.952
O 0.333 1.526 3.400

4.
16
Properties=species:S:1:pos:R:3 method="wB97M-V/def2-TZVPD" multiplicity=1 homo_lumo_gap_ha=0.439 charge=+1 de_lowest_kj_mol=69.8
N -0.640 0.517 1.102
C -1.370 -0.422 0.453
N -0.950 -0.808 -0.738
N -2.643 -0.639 0.858
H 0.118 0.891 0.559
H -0.947 0.978 1.937
H -1.431 -1.583 -1.171
H -0.025 -0.401 -1.101
H -2.781 -0.253 1.780
H -3.015 -1.509 0.505
H 1.758 0.986 -1.077
H 1.101 1.112 -2.416
O 0.983 0.661 -1.573
H 3.629 -0.527 0.316
H 4.122 0.866 0.617
O 3.419 0.397 0.142

5.
15
Properties=species:S:1:pos:R:3 method="wB97M-V/def2-TZVPD" multiplicity=1 homo_lumo_gap_ha=0.332 charge=+1 de_lowest_kj_mol=291.9
C -0.861 -0.959 0.128
N 0.426 -1.282 0.141
N -1.800 -1.898 0.187
N 2.556 0.535 -0.206
Si -1.878 1.503 -0.081
H 1.106 -0.533 -0.050
H 0.776 -2.242 0.320
H -1.455 -2.927 0.277
H -2.558 -1.716 0.825
H 2.284 1.435 -0.489
H 3.053 -0.024 -0.941
H 2.849 0.568 0.717
H -3.159 2.183 0.480
H -0.559 2.069 0.123
H -2.102 1.220 -1.438

6.
14
Properties=species:S:1:pos:R:3 method="wB97M-V/def2-TZVPD" multiplicity=1 homo_lumo_gap_ha=0.169 charge=+1 de_lowest_kj_mol=810.6
C -0.706 2.084 0.713
N 0.916 -1.835 -0.866
H -0.146 2.864 1.219
H -1.603 2.499 0.270
H -0.029 1.569 -0.051
H -0.983 1.289 1.404
H 1.798 -2.184 -0.493
H 0.656 -2.354 -1.711
H 0.945 -0.742 -1.002
H 1.355 1.043 -1.661
O 0.844 0.540 -0.984
H -1.579 -1.900 1.551
H -0.424 -1.644 0.496
O -1.045 -1.229 1.114

7.
16
Properties=species:S:1:pos:R:3 method="wB97M-V/def2-TZVPD" multiplicity=1 homo_lumo_gap_ha=0.316 charge=-1 de_lowest_kj_mol=10.2
N 0.168 -0.747 -2.028
C 0.122 0.643 -1.545
O -1.006 0.980 -0.816
H 0.030 -1.320 -1.206
H -0.661 -0.904 -2.583
H 1.050 0.795 -0.972
H 0.191 1.290 -2.437
H -1.687 -1.208 0.912
H -0.890 0.080 0.283
O -0.864 -0.732 0.990
H 1.816 -1.991 1.565
H 0.475 -1.365 1.895
O 1.268 -1.779 2.319
H -0.403 1.990 0.544
H 0.557 1.848 1.674
O -0.166 2.420 1.404

8.
16
Properties=species:S:1:pos:R:3 method="wB97M-V/def2-TZVPD" multiplicity=1 homo_lumo_gap_ha=0.352 smiles=CSS.O.O.O de_lowest_kj_mol=110.3
C -1.285 0.270 2.293
S -2.214 0.120 0.707
S -2.070 -1.895 0.430
H -1.706 -0.614 2.748
H -0.263 0.436 2.639
H -1.742 1.242 2.552
H -3.358 -2.122 0.733
H 0.516 2.264 -6.283
H -0.218 1.082 -5.685
O 0.238 1.894 -5.440
H 0.692 -1.101 0.157
H 0.364 0.384 0.112
O 1.092 -0.234 0.259
H 2.568 -0.598 1.398
H 3.991 -0.205 1.581
O 3.393 -0.924 1.799

9.
16
Properties=species:S:1:pos:R:3 method="wB97M-V/def2-TZVPD" multiplicity=1 homo_lumo_gap_ha=0.183 de_lowest_kj_mol=556.2
C -2.668 1.041 -0.239
S -1.667 0.245 0.963
S -1.867 -1.720 0.381
H -2.289 1.243 -1.211
H -2.862 1.952 0.330
H -3.571 0.512 -0.402
H -0.067 -0.326 -1.220
H 0.335 -1.455 -0.107
H 0.727 -2.222 1.155
O 1.147 -1.889 0.403
H 2.510 -0.886 0.287
H 3.931 -0.636 -0.329
O 3.181 -0.167 0.165
H 0.358 1.059 -0.429
H 1.844 1.435 0.204
O 0.958 1.816 0.048

10.
16
Properties=species:S:1:pos:R:3 method="wB97M-V/def2-TZVPD" multiplicity=1 homo_lumo_gap_ha=0.319 smiles=CSS.O.O.O de_lowest_kj_mol=143.0
C 0.796 -1.395 -1.507
S -0.544 -2.379 -0.845
S -2.289 -1.418 -1.207
H 0.550 -0.875 -2.452
H 1.667 -1.997 -1.854
H 1.244 -0.657 -0.868
H -2.186 -0.646 -2.295
H -1.492 2.177 -0.783
H -0.308 2.650 -0.162
O -0.539 2.154 -1.012
H -0.377 0.945 2.302
H 0.597 2.096 2.493
O -0.259 1.802 2.508
H 1.016 -0.632 1.149
H 1.345 -1.234 2.439
O 0.777 -0.591 2.094

11.
15
Properties=species:S:1:pos:R:3 method="wB97M-V/def2-TZVPD" multiplicity=1 homo_lumo_gap_ha=0.457 charge=+1
N 0.580 -1.521 -1.281
H 0.257 -2.433 -1.635
H 1.524 -1.646 -0.988
H 0.038 -0.808 0.002
H 0.563 -0.792 -2.037
N -0.511 1.837 -0.914
H -0.453 0.516 0.276
H -1.297 2.297 -1.356
H 0.160 2.580 -0.676
H -0.082 1.362 -1.734
C -0.137 -0.309 2.157
O -0.416 -0.203 0.719
H -0.959 -0.870 2.605
H 0.840 -0.754 2.385
H -0.107 0.745 2.477

12.
16
Properties=species:S:1:pos:R:3 method="wB97M-V/def2-TZVPD" multiplicity=2 homo_lumo_gap_ha="0.366 / 0.169" charge=+1 de_lowest_kj_mol=37.1 s_squared=0.754
C -1.544 -0.202 -1.523
N -1.137 0.588 -0.383
H -2.591 -0.449 -1.306
H -1.519 0.394 -2.436
H -0.835 -1.019 -1.662
H -0.723 0.052 0.385
H -1.855 1.224 -0.044
H 0.646 -1.841 2.304
H -0.302 -2.877 2.930
O 0.363 -2.224 3.156
H 1.440 0.618 0.379
H 2.422 0.156 1.423
O 1.572 -0.104 1.001
H 0.843 1.354 -1.652
H 1.597 2.644 -1.369
O 1.622 1.686 -1.203

13.
17
Properties=species:S:1:pos:R:3 method="wB97M-V/def2-TZVPD" multiplicity=1 homo_lumo_gap_ha=0.393 smiles="C=N.O.O.O.O" de_lowest_kj_mol=138.4
C -3.939 -3.591 2.697
N -5.004 -4.220 2.994
H -3.151 -3.497 3.438
H -3.797 -3.067 1.751
H -5.545 -4.243 2.136
H 3.029 -0.037 0.675
H 2.546 1.146 1.519
O 2.416 0.213 1.374
H 3.138 1.429 -3.398
H 2.623 1.309 -4.824
O 3.421 1.383 -4.323
H -0.744 2.936 0.700
H 0.501 3.762 0.551
O 0.123 2.934 0.319
H 0.891 2.069 -1.247
H 0.650 1.031 -2.332
O 1.345 1.541 -1.899

14.
18
Properties=species:S:1:pos:R:3 method="wB97M-V/def2-TZVPD" multiplicity=1 homo_lumo_gap_ha=0.403 smiles="NC=O.O.O.O.O" de_lowest_kj_mol=132.9
C -0.161 0.141 -2.396
N -0.795 -0.733 -1.477
O 1.012 0.301 -2.500
H -0.918 0.677 -2.941
H -1.879 -0.607 -1.479
H -0.643 -1.758 -1.452
H -2.755 0.201 1.677
H -1.623 -0.716 2.092
O -2.505 -0.702 1.677
H 0.488 -0.730 1.169
H 1.624 -0.604 2.204
O 0.648 -0.497 2.149
H 0.581 2.057 0.906
H -0.687 1.425 1.469
O -0.385 1.899 0.714
H 2.054 0.200 -0.900
H 3.381 -0.070 -0.513
O 2.564 -0.486 -0.398

15.
18
Properties=species:S:1:pos:R:3 method="wB97M-V/def2-TZVPD" multiplicity=1 homo_lumo_gap_ha=0.396 smiles="NC=O.O.O.O.O" de_lowest_kj_mol=63.6
C -0.464 -1.884 0.857
N -0.507 -1.684 -0.496
O -1.341 -1.604 1.631
H 0.334 -2.574 1.129
H 0.312 -1.286 -0.978
H -1.408 -1.316 -0.833
H 1.963 -0.473 -2.843
H 1.043 0.509 -2.055
O 1.246 -0.402 -2.192
H -0.191 1.556 -0.533
H -0.303 2.565 -1.655
O 0.286 1.912 -1.336
H 1.930 1.370 -0.056
H 2.192 0.413 1.062
O 2.023 1.369 0.954
H -1.618 0.212 1.319
H -0.965 1.550 1.534
O -1.720 1.114 1.023

16.
17
Properties=species:S:1:pos:R:3 method="wB97M-V/def2-TZVPD" multiplicity=1 homo_lumo_gap_ha=0.269 charge=-1 de_lowest_kj_mol=35.7
C -0.295 -1.040 -1.358
S 1.025 -0.367 -0.260
H -0.002 -1.116 -2.407
H -0.475 -2.077 -1.055
H -1.223 -0.483 -1.267
H 0.781 2.189 -2.785
H 1.381 1.241 -1.767
O 1.518 2.133 -2.180
H -0.567 -0.196 2.995
H -0.512 0.509 1.615
O -1.113 0.234 2.316
H -1.073 -2.335 1.931
H 0.343 -2.099 1.636
O -0.219 -2.771 2.038
H -0.964 2.401 -0.912
H -1.080 1.614 0.305
O -1.646 1.973 -0.383

17.
17
Properties=species:S:1:pos:R:3 method="wB97M-V/def2-TZVPD" multiplicity=1 homo_lumo_gap_ha=0.314 charge=-1 de_lowest_kj_mol=14.7
C 1.752 -0.089 -0.648
O 0.463 -0.099 -0.125
H 2.403 -0.794 -0.108
H 1.772 -0.372 -1.710
H 2.198 0.912 -0.539
H 0.189 1.191 0.769
H -0.376 1.816 2.089
O 0.159 2.041 1.320
H -0.615 1.180 -1.163
H -0.602 2.592 -0.758
O -0.923 2.054 -1.497
H -0.950 -1.887 1.875
H 0.129 -1.501 0.897
O -0.102 -2.209 1.551
H -2.247 -2.291 -0.673
H -1.194 -1.177 -0.435
O -2.055 -1.367 -0.845

18.
17
Properties=species:S:1:pos:R:3 method="wB97M-V/def2-TZVPD" multiplicity=1 homo_lumo_gap_ha=0.320 charge=-1 de_lowest_kj_mol=146.0
C -0.818 -0.433 -1.816
O -0.643 -0.467 -0.392
H -1.851 -0.053 -1.999
H -0.066 0.269 -2.191
H -0.513 -1.327 -2.303
H -0.300 2.514 -0.273
H 0.427 2.393 1.188
O 0.304 2.881 0.343
H -0.660 0.328 0.952
H -1.018 -0.226 2.275
O -0.719 0.599 2.012
H 1.665 0.996 0.455
H 0.835 -0.179 -0.248
O 1.820 0.294 -0.204
H 0.216 -2.022 -0.452
H 0.233 -2.744 0.760
O -0.018 -2.975 -0.167

19.
18
Properties=species:S:1:pos:R:3 method="wB97M-V/def2-TZVPD" multiplicity=1 homo_lumo_gap_ha=0.383 smiles=NCN.O.O.O de_lowest_kj_mol=25.3
N -0.329 -1.053 -0.470
C 1.028 -0.518 -0.769
N 1.151 -0.199 -2.176
H -1.041 -0.396 -0.779
H -0.384 -1.775 -1.188
H 1.299 0.250 -0.049
H 1.680 -1.362 -0.528
H 0.879 0.765 -2.328
H 2.105 -0.289 -2.489
H 0.524 1.141 2.845
H -0.468 0.092 2.177
O -0.050 0.933 2.090
H -0.832 -1.764 1.164
H -1.674 -2.474 2.155
O -1.043 -1.777 2.134
H -1.619 2.447 -0.441
H -0.309 3.164 -0.357
O -0.916 2.815 -0.990

Number 1: total energy -15205.4623 eV. Number 2: total energy -8274.0610 eV. Number 3: total energy -9759.4886 eV. Number 4: total energy -9759.4951 eV. Number 5: total energy -13538.3424 eV. Number 6: total energy -6770.2382 eV. Number 7: total energy -10880.7836 eV. Number 8: total energy -29011.3595 eV. Number 9: total energy -29006.7380 eV. Number 10: total energy -29011.0211 eV. Number 11: total energy -6235.8045 eV. Number 12: total energy -8838.5302 eV. Number 13: total energy -10894.5907 eV. Number 14: total energy -12942.7539 eV. Number 15: total energy -12943.4722 eV. Number 16: total energy -20242.5523 eV. Number 17: total energy -11454.5028 eV. Number 18: total energy -11453.1413 eV. Number 19: total energy -10354.4997 eV.